{"formula": "C5H8S", "method": "the ωB97M-V functional and the def2-TZVPD basis", "elements": ["C", "C", "C", "C", "C", "S", "H", "H", "H", "H", "H", "H", "H", "H"], "positions_angstrom": [[1.05859, -0.92355, 1.01274], [1.87906, -1.10742, -0.00373], [-0.18238, 0.17407, -0.25588], [-0.18180, 1.62280, 0.09210], [-1.49366, -0.51649, -0.45091], [1.20524, -0.32066, -1.42199], [0.95381, -1.18840, 2.03745], [2.81963, -1.64351, -0.03801], [-0.60704, 2.20231, -0.73313], [0.82879, 1.98328, 0.26935], [-0.78704, 1.79237, 0.98238], [-2.23332, 0.18411, -0.84377], [-1.85973, -0.91043, 0.49914], [-1.40014, -1.34848, -1.14575]], "atomic_forces_ev_per_a": [[-2.68, 2.44, -2.87], [0.11, -0.06, -0.13], [3.07, -2.46, 2.46], [0.01, 0.05, 0.03], [-0.17, -0.09, -0.06], [-0.21, 0.14, 0.09], [0.13, -0.18, 0.51], [0.08, -0.06, -0.01], [-0.07, 0.04, -0.02], [0.00, 0.00, 0.05], [-0.08, 0.08, 0.01], [-0.10, 0.00, -0.06], [-0.09, 0.14, -0.07], [-0.01, -0.04, 0.05]], "spin_multiplicity": 1, "energy_ev": -16146.86039, "de_lowest_ev": 2.777}